(1)
Formula: C40H35N5O2P2SSn
Source: the OMol25 dataset
Level of theory: ωB97M-V with the def2-TZVPD basis set

Calculated values
- largest force on an atom (eV/A) = 0.69
- HOMO (eV) = -7.405

CARTESIAN COORDINATES (ANGSTROEM)
Sn -0.194 1.295 0.934
C -3.547 0.915 0.847
P -2.307 -0.394 0.502
C -2.498 -1.674 1.785
C -1.874 -1.473 3.019
C -1.997 -2.416 4.029
C -2.735 -3.573 3.816
C -3.347 -3.785 2.589
C -3.228 -2.842 1.576
C -2.803 -1.195 -1.042
C -3.971 -0.869 -1.726
C -4.294 -1.531 -2.905
C -3.457 -2.521 -3.403
C -2.289 -2.850 -2.725
C -1.962 -2.184 -1.554
C -3.227 2.087 -0.044
C -3.982 2.867 -0.901
C -3.069 3.761 -1.532
C -1.819 3.463 -1.026
C -0.437 3.981 -1.337
P 0.565 2.445 -1.435
C 0.045 1.763 -3.042
C 0.773 1.959 -4.210
C 0.296 1.460 -5.420
C -0.913 0.779 -5.466
C -1.651 0.598 -4.302
C -1.172 1.086 -3.098
C 2.305 2.904 -1.607
C 3.254 1.879 -1.654
C 4.605 2.176 -1.731
C 5.024 3.501 -1.758
C 4.090 4.525 -1.713
C 2.733 4.229 -1.639
N -1.917 2.452 -0.118
H -3.416 1.159 1.906
H -4.564 0.540 0.730
H -1.258 -0.598 3.190
H -1.495 -2.255 4.975
H -2.823 -4.314 4.601
H -3.916 -4.690 2.415
H -3.703 -3.021 0.620
H -4.617 -0.078 -1.368
H -5.199 -1.265 -3.437
H -3.712 -3.034 -4.322
H -1.629 -3.617 -3.110
H -1.047 -2.435 -1.031
H -5.050 2.810 -1.057
H -3.300 4.510 -2.275
H -0.047 4.633 -0.551
H -0.403 4.515 -2.286
H 1.724 2.479 -4.181
H 0.873 1.603 -6.324
H -1.282 0.395 -6.409
H -2.598 0.073 -4.326
H -1.746 0.937 -2.194
H 2.931 0.847 -1.630
H 5.330 1.373 -1.756
H 6.080 3.734 -1.811
H 4.414 5.558 -1.734
H 2.013 5.037 -1.606
N 3.947 -1.370 7.985
C 3.349 -1.198 6.732
C 3.689 -2.024 5.662
C 3.135 -1.834 4.405
C 2.235 -0.802 4.206
C 1.892 0.035 5.254
C 2.440 -0.165 6.512
S 2.577 -0.023 1.703
O 3.733 -0.901 1.602
O 1.624 -0.628 2.976
N 1.402 -0.339 0.583
C 1.528 -1.242 -0.453
N 0.870 -0.878 -1.564
C 0.950 -1.687 -2.614
C 1.673 -2.864 -2.584
C 2.280 -3.164 -1.374
N 2.208 -2.388 -0.301
H 4.322 -2.287 8.163
H 3.424 -1.013 8.767
H 4.398 -2.830 5.815
H 3.397 -2.479 3.576
H 1.190 0.841 5.076
H 2.168 0.493 7.331
H 0.413 -1.367 -3.504
H 1.749 -3.514 -3.444
H 2.844 -4.084 -1.252


(2)
Formula: C40H35N7O14
Source: the OMol25 dataset
Level of theory: ωB97M-V with the def2-TZVPD basis set

Calculated values
- largest force on an atom (eV/A) = 0.85
- HOMO (eV) = -9.724

CARTESIAN COORDINATES (ANGSTROEM)
O -1.028 -0.016 2.300
N -0.047 0.688 2.183
O -0.029 1.882 2.438
C 1.194 0.074 1.714
C 1.200 -1.273 1.398
C 2.370 -1.851 0.941
C 3.518 -1.082 0.808
C 3.500 0.267 1.137
C 2.331 0.853 1.593
H 0.308 -1.873 1.504
H 2.387 -2.902 0.689
H 4.432 -1.536 0.447
H 4.395 0.864 1.037
H 2.314 1.904 1.847
O 1.679 -1.407 4.639
N 1.662 -2.533 5.095
O 2.236 -3.483 4.599
C 0.890 -2.759 6.324
C 0.205 -1.699 6.890
C -0.536 -1.921 8.039
C -0.581 -3.188 8.604
C 0.121 -4.239 8.026
C 0.863 -4.027 6.877
H 0.242 -0.711 6.454
H -1.079 -1.103 8.491
H -1.165 -3.359 9.499
H 0.087 -5.224 8.471
H 1.409 -4.841 6.423
O 2.218 6.839 3.386
N 1.359 6.097 2.955
O 1.474 4.890 2.871
C 0.093 6.689 2.506
C -0.065 8.062 2.557
C -1.255 8.614 2.112
C -2.266 7.793 1.630
C -2.093 6.416 1.595
C -0.905 5.854 2.035
H 0.724 8.697 2.933
H -1.393 9.686 2.140
H -3.192 8.229 1.279
H -2.882 5.778 1.222
H -0.765 4.783 2.007
O -2.009 0.489 -2.224
N -3.183 0.239 -2.402
O -3.724 0.222 -3.493
C -4.010 -0.060 -1.226
C -3.433 -0.014 0.030
C -4.218 -0.276 1.139
C -5.563 -0.585 0.980
C -6.124 -0.637 -0.290
C -5.346 -0.372 -1.404
H -2.388 0.225 0.154
H -3.778 -0.237 2.126
H -6.176 -0.786 1.849
H -7.170 -0.881 -0.411
H -5.779 -0.410 -2.393
O -3.151 -5.519 -5.456
N -3.271 -4.361 -5.113
O -3.833 -3.997 -4.098
C -2.698 -3.325 -5.986
C -2.082 -3.700 -7.165
C -1.564 -2.718 -7.992
C -1.663 -1.380 -7.632
C -2.278 -1.022 -6.439
C -2.801 -1.999 -5.609
H -2.002 -4.739 -7.448
H -1.083 -2.997 -8.921
H -1.260 -0.615 -8.283
H -2.355 0.019 -6.154
H -3.281 -1.718 -4.685
O 1.347 -4.453 -10.029
N 1.744 -4.478 -8.881
O 1.242 -5.135 -7.992
C 2.909 -3.649 -8.541
C 3.483 -2.862 -9.522
C 4.568 -2.066 -9.191
C 5.065 -2.070 -7.895
C 4.480 -2.874 -6.925
C 3.394 -3.671 -7.246
H 3.094 -2.862 -10.529
H 5.025 -1.440 -9.946
H 5.909 -1.443 -7.639
H 4.870 -2.877 -5.916
H 2.934 -4.295 -6.494
C 4.433 2.068 5.330
C 3.473 2.786 5.305
C 2.271 3.618 5.206
O 1.445 3.448 6.375
C 0.813 2.228 6.390
N -0.187 2.022 5.411
O 1.090 1.423 7.232
H 5.122 1.280 5.132
H 1.711 3.274 4.342
H 2.527 4.660 5.063
H -0.679 2.897 5.273
H 0.211 1.698 4.539


(3)
Formula: C40H36AsBr2N3OS5Tl
Source: the OMol25 dataset
Level of theory: ωB97M-V with the def2-TZVPD basis set

Calculated values
- net charge = -1
- largest force on an atom (eV/A) = 1.90
- HOMO (eV) = -3.649
- relative energy (zero: lowest compared OMol25 entry of this formula, charge and spin) (kcal/mol) = 24.2

CARTESIAN COORDINATES (ANGSTROEM)
Tl -0.578 0.970 -0.522
C -1.274 -0.988 -4.764
C -0.414 -2.120 -4.218
S 0.604 -1.593 -2.784
C 0.341 -2.918 -1.554
C -1.066 -3.420 -1.294
S -2.297 -2.143 -0.822
C -3.380 -2.123 -2.315
C -3.551 -0.764 -2.970
S -2.056 0.117 -3.531
H -0.648 -0.300 -5.331
H -2.050 -1.383 -5.420
H -1.022 -2.959 -3.896
H 0.269 -2.465 -4.997
H 0.981 -3.764 -1.825
H 0.726 -2.460 -0.639
H -1.474 -3.977 -2.137
H -1.015 -4.100 -0.442
H -2.997 -2.860 -3.019
H -4.365 -2.455 -1.973
H -4.225 -0.861 -3.827
H -3.989 -0.056 -2.262
Br 6.518 2.889 -1.058
C 4.671 2.402 -1.118
C 4.309 1.063 -1.046
C 2.945 0.795 -1.052
N 2.010 1.715 -1.138
C 2.363 3.007 -1.241
C 3.718 3.388 -1.222
C 1.282 3.971 -1.374
C 1.504 5.325 -1.678
C 0.413 6.152 -1.812
Br 0.683 8.002 -2.210
C -0.877 5.665 -1.653
C -0.994 4.320 -1.330
N 0.032 3.505 -1.201
H 5.046 0.280 -0.969
H 2.590 -0.225 -0.988
H 4.017 4.423 -1.273
H 2.496 5.722 -1.819
H -1.742 6.297 -1.765
H -1.966 3.883 -1.135
O 0.025 2.499 4.113
S -0.130 2.665 2.648
N 0.314 1.509 1.820
S -3.212 2.291 0.437
C -4.590 2.078 -0.592
C -5.817 1.694 -0.038
C -6.963 1.678 -0.801
C -6.924 2.025 -2.143
C -5.705 2.355 -2.715
C -4.551 2.371 -1.959
H -5.851 1.433 1.008
H -7.903 1.410 -0.338
H -7.831 2.037 -2.733
H -5.657 2.617 -3.763
H -3.606 2.626 -2.418
C 5.095 0.935 3.909
C 4.437 1.686 2.949
C 3.320 1.172 2.317
C 2.850 -0.097 2.628
C 3.491 -0.827 3.619
C 4.607 -0.314 4.256
As 1.332 -0.826 1.649
C 0.249 -1.540 3.085
C -0.533 -0.813 3.964
C -1.357 -1.466 4.866
C -1.419 -2.852 4.878
C -0.617 -3.591 4.027
C 0.238 -2.944 3.140
C 1.207 -3.599 2.265
C 1.433 -4.968 2.177
C 2.466 -5.450 1.393
C 3.264 -4.573 0.674
C 3.016 -3.211 0.726
C 2.013 -2.705 1.540
H 5.984 1.323 4.388
H 4.799 2.673 2.695
H 2.777 1.757 1.586
H 3.111 -1.808 3.886
H 5.099 -0.891 5.027
H -0.488 0.267 3.950
H -1.962 -0.896 5.559
H -2.089 -3.360 5.562
H -0.653 -4.673 4.062
H 0.810 -5.663 2.726
H 2.659 -6.514 1.348
H 4.093 -4.955 0.092
H 3.632 -2.527 0.151


(4)
Formula: C40H36ClCoI2N3P
Source: the OMol25 dataset
Level of theory: ωB97M-V with the def2-TZVPD basis set

Calculated values
- net charge = +2
- largest force on an atom (eV/A) = 0.66
- HOMO (spin up / spin down) (eV) = -13.182 / -13.173
- relative energy (zero: lowest compared OMol25 entry of this formula, charge and spin) (kcal/mol) = 14.1

CARTESIAN COORDINATES (ANGSTROEM)
Co -0.330 -0.864 0.580
C 4.602 1.347 -3.581
C 3.960 0.177 -4.274
C 4.359 -0.223 -5.544
C 3.768 -1.303 -6.183
C 2.754 -2.008 -5.554
C 2.333 -1.628 -4.289
C 2.930 -0.540 -3.662
N 2.572 -0.166 -2.329
C 1.365 -0.289 -1.748
N 0.307 -0.269 -2.558
C -1.037 -0.416 -2.219
C -1.466 -0.741 -0.935
C -2.831 -0.997 -0.763
C -3.731 -0.877 -1.800
C -3.287 -0.472 -3.053
C -1.947 -0.235 -3.283
C -1.467 0.199 -4.643
N 1.226 -0.351 -0.418
C 2.496 -0.281 0.276
C 2.870 0.953 0.803
C 4.079 1.090 1.461
C 4.912 -0.014 1.596
C 4.540 -1.234 1.056
C 3.331 -1.394 0.379
C 2.984 -2.714 -0.248
H 5.294 1.855 -4.249
H 5.175 1.028 -2.705
H 3.856 2.070 -3.246
H 5.145 0.330 -6.043
H 4.102 -1.597 -7.168
H 2.302 -2.864 -6.036
H 1.576 -2.209 -3.775
H 3.329 0.115 -1.723
H 0.513 -0.152 -3.540
H -3.217 -1.312 0.192
H -4.779 -1.087 -1.631
H -3.991 -0.356 -3.867
H -2.317 0.409 -5.287
H -0.880 -0.581 -5.139
H -0.864 1.109 -4.593
H 2.196 1.795 0.692
H 4.366 2.049 1.873
H 5.855 0.079 2.118
H 5.198 -2.088 1.158
H 3.372 -3.535 0.352
H 3.432 -2.801 -1.242
H 1.908 -2.845 -0.362
Cl 1.061 -0.737 2.650
C -0.018 -0.549 4.015
C 0.452 -0.802 5.286
C -0.443 -0.689 6.342
C -1.763 -0.327 6.111
C -2.198 -0.040 4.826
C -1.316 -0.144 3.751
P -1.785 0.243 2.038
C -1.450 1.996 1.797
C -1.128 2.834 2.862
C -0.938 4.189 2.631
C -1.068 4.703 1.349
C -1.369 3.864 0.282
C -1.548 2.509 0.500
C -3.579 0.038 2.151
C -4.099 -1.231 2.423
C -5.454 -1.394 2.637
C -6.299 -0.289 2.594
C -5.788 0.969 2.320
C -4.428 1.136 2.082
H 1.483 -1.079 5.454
H -0.105 -0.897 7.348
H -2.458 -0.262 6.937
H -3.221 0.269 4.660
H -1.035 2.439 3.865
H -0.688 4.842 3.456
H -0.927 5.762 1.178
H -1.459 4.271 -0.716
H -1.775 1.847 -0.329
H -3.441 -2.091 2.492
H -5.853 -2.376 2.853
H -7.358 -0.413 2.779
H -6.442 1.830 2.307
H -4.033 2.122 1.875
I -1.097 -3.342 1.132
I 0.710 -5.359 1.214


(5)
Formula: C40H36ClCoN3Si2
Source: the OMol25 dataset
Level of theory: ωB97M-V with the def2-TZVPD basis set

Calculated values
- spin multiplicity = 5
- net charge = +1
- largest force on an atom (eV/A) = 5.56
- HOMO (spin up / spin down) (eV) = -9.043 / -10.850
- relative energy (zero: lowest compared OMol25 entry of this formula, charge and spin) (kcal/mol) = 36.8

CARTESIAN COORDINATES (ANGSTROEM)
C -0.193 -3.739 1.699
C 1.059 -3.050 1.680
C 0.857 -1.756 2.238
H 2.018 -3.454 1.364
C -0.516 -1.615 2.553
C -1.169 -2.850 2.243
H -2.203 -3.091 2.443
H -0.379 -4.763 1.395
H 1.620 -1.019 2.473
H -0.951 -0.761 3.057
Co -0.292 -2.078 0.639
Si 1.986 0.305 -0.069
C 3.474 0.881 -1.113
C 3.507 2.142 -1.706
H 2.665 2.833 -1.607
C 4.634 2.548 -2.437
H 4.657 3.547 -2.872
C 5.714 1.679 -2.609
H 6.582 1.993 -3.190
C 5.669 0.409 -2.026
H 6.502 -0.279 -2.157
C 4.557 0.012 -1.272
H 4.535 -0.979 -0.812
C 2.065 1.852 1.072
C 3.023 1.829 2.099
H 3.536 0.895 2.339
C 3.373 3.005 2.772
H 4.144 2.980 3.544
C 2.739 4.211 2.451
H 3.003 5.130 2.975
C 1.764 4.236 1.449
H 1.258 5.171 1.187
C 1.437 3.063 0.762
H 0.680 3.105 -0.028
H 2.589 -0.773 0.718
Si -1.768 2.341 -1.178
C -2.127 2.167 0.662
C -1.195 1.685 1.588
H -0.264 1.230 1.245
C -1.386 1.835 2.964
H -0.586 1.556 3.657
C -2.590 2.357 3.444
H -2.750 2.455 4.520
C -3.572 2.764 2.536
H -4.528 3.147 2.904
C -3.328 2.703 1.161
H -4.077 3.081 0.459
C -0.364 1.178 -1.681
C 0.239 0.092 -0.882
H -0.413 -0.386 -0.097
C 1.180 -0.805 -1.558
H 1.436 -1.765 -1.100
C 1.491 -0.645 -2.933
H 2.179 -1.358 -3.386
C 0.933 0.393 -3.630
H 1.161 0.510 -4.690
C 0.049 1.294 -3.003
H -0.354 2.105 -3.616
H -1.436 3.685 -1.444
Cl -3.483 1.907 -2.227
C -5.931 -0.998 1.567
C -5.789 -1.784 0.416
C -4.519 -2.058 -0.087
C -3.365 -1.551 0.547
C -3.531 -0.767 1.708
C -4.794 -0.514 2.225
N -2.103 -1.763 -0.064
N -2.248 -1.970 -1.400
C -1.263 -2.783 -1.873
C -1.229 -3.198 -3.218
C -0.162 -3.963 -3.658
C 0.795 -4.378 -2.718
C 0.669 -4.025 -1.379
N -0.302 -3.161 -0.953
H -6.922 -0.753 1.950
H -6.659 -2.186 -0.103
H -4.392 -2.640 -1.001
H -2.650 -0.272 2.120
H -4.899 0.082 3.136
H -2.058 -2.863 -3.844
H -0.067 -4.246 -4.705
H 1.656 -4.977 -3.012
H 1.372 -4.376 -0.621